[1]
# C31H34Br2N3O3PtS

C31H34Br2N3O3PtS as an isolated structure (ωB97M-V with the def2-TZVPD basis set, the OMol25 dataset).

The charge is +1. As for the expectation value of S²: 6.05. The value obtained for the orbital gap (spin up / spin down) is 7.376 / 4.755 eV. As for the HOMO energy (spin up / spin down): -10.32 / -10.50 eV. The value obtained for the LUMO energy (spin up / spin down) is -2.942 / -5.748 eV. Its spin multiplicity is 5.

Last column: Löwdin spin population.
Atoms and positions in Å:
Pt  -0.490  -0.668  0.033  1.40
O  -5.750  -1.998  -0.530  0.00
C  -5.963  -0.671  -0.324  0.00
C  -7.230  -0.119  -0.183  0.00
C  -7.367  1.230  0.088  0.00
C  -6.253  2.044  0.224  0.00
C  -4.987  1.502  0.087  0.00
C  -4.844  0.154  -0.186  0.01
C  -3.474  -0.478  -0.350  0.03
O  -2.476  0.421  -0.458  0.42
N  -3.261  -1.346  0.804  0.01
N  -2.054  -1.668  1.206  0.05
C  -1.889  -2.294  2.328  0.02
C  -0.624  -2.668  2.858  0.00
Br  0.880  -2.505  1.656  0.08
C  -0.393  -3.067  4.126  0.02
C  -1.424  -3.312  5.124  0.00
C  -2.557  -4.087  4.849  0.00
C  -3.516  -4.293  5.822  0.00
C  -3.366  -3.728  7.078  0.00
C  -2.234  -2.982  7.370  0.00
C  -1.263  -2.784  6.409  0.00
H  -6.577  -2.435  -0.772  0.00
H  -8.102  -0.749  -0.284  0.00
H  -8.355  1.650  0.201  0.00
H  -6.365  3.091  0.457  0.00
H  -4.098  2.105  0.197  0.00
H  -3.533  -1.146  -1.242  0.00
H  -4.074  -1.627  1.338  0.00
H  -2.755  -2.511  2.948  0.00
H  0.627  -3.181  4.460  0.00
H  -2.656  -4.565  3.884  0.00
H  -4.381  -4.901  5.604  0.00
H  -4.126  -3.872  7.830  0.00
H  -2.103  -2.563  8.356  0.00
H  -0.390  -2.189  6.633  0.00
C  6.295  1.832  0.643  0.00
C  5.867  2.070  -0.809  0.02
C  6.697  1.137  -1.707  0.01
C  6.162  3.531  -1.189  0.02
C  4.398  1.774  -1.008  0.20
C  3.505  1.700  0.069  0.04
C  2.232  1.249  -0.143  0.13
Br  0.996  1.215  1.323  0.14
C  1.768  0.755  -1.407  0.13
O  0.743  0.020  -1.518  0.33
C  2.589  1.123  -2.539  0.14
C  3.867  1.575  -2.286  -0.01
C  2.105  1.055  -3.978  0.01
C  2.158  2.482  -4.555  0.01
C  0.680  0.532  -4.140  0.00
C  3.038  0.143  -4.790  0.01
H  7.377  1.903  0.715  0.00
H  6.000  0.838  0.972  0.00
H  5.875  2.573  1.318  0.00
H  7.748  1.213  -1.438  0.00
H  6.606  1.395  -2.758  0.00
H  6.383  0.105  -1.571  0.00
H  7.225  3.727  -1.062  0.00
H  5.607  4.216  -0.553  0.00
H  5.897  3.730  -2.224  0.00
H  3.800  1.985  1.064  0.00
H  4.504  1.784  -3.131  0.00
H  1.539  3.161  -3.974  0.00
H  1.788  2.472  -5.576  0.00
H  3.170  2.874  -4.572  0.00
H  -0.021  1.114  -3.546  0.01
H  0.603  -0.511  -3.846  0.00
H  0.382  0.617  -5.183  0.00
H  4.055  0.522  -4.804  0.00
H  2.686  0.084  -5.815  0.00
H  3.045  -0.859  -4.370  0.00
S  -2.298  1.283  -2.551  0.53
C  -3.421  0.269  -3.169  0.06
N  -4.225  -0.479  -3.534  0.16


[2]
# C3H7NOS

A 2-piece molecular cluster, C3H7NOS overall (ωB97M-V with the def2-TZVPD basis set, the OMol25 dataset).

The value obtained for the orbital gap (spin up / spin down) is 8.856 / 7.402 eV. As for the HOMO energy (spin up / spin down): -9.50 / -8.28 eV. The value obtained for the LUMO energy (spin up / spin down) is -0.645 / -0.879 eV. Its spin multiplicity is 1.

Last column: Löwdin charge in e.
Atoms and positions in Å:
C  0.893  -0.157  0.528  -0.29
C  0.584  -1.150  -0.622  -0.32
C  -0.375  0.501  0.910  -0.39
N  -0.680  -1.687  -0.361  -0.39
O  -2.929  0.911  -0.593  -0.35
S  -1.589  -0.832  0.484  1.08
H  1.318  -0.659  1.460  0.13
H  1.551  0.717  0.284  0.12
H  0.626  -0.610  -1.649  0.15
H  1.178  -2.113  -0.712  0.13
H  -0.233  0.851  2.001  0.12
H  -0.701  1.503  0.298  0.14
H  -3.776  0.635  -0.712  -0.14


[3]
# C65H64N8O4ReS3

C65H64N8O4ReS3 as an isolated structure (ωB97M-V with the def2-TZVPD basis set, the OMol25 dataset).

As for the expectation value of S²: 3.94. The value obtained for the orbital gap (spin up / spin down) is 4.799 / 5.362 eV. As for the HOMO energy (spin up / spin down): -7.07 / -7.65 eV. The value obtained for the LUMO energy (spin up / spin down) is -2.276 / -2.290 eV. Its spin multiplicity is 4.

Last column: Löwdin spin population.
Atoms and positions in Å:
Re  -0.551  0.001  -1.563  2.26
C  -1.102  -2.288  6.196  0.00
C  -0.355  -2.853  4.980  0.00
C  0.789  -3.755  5.458  0.00
C  0.224  -1.707  4.148  0.00
C  -1.364  -3.752  4.242  0.00
O  -1.616  -4.866  4.642  0.00
N  -1.973  -3.191  3.157  0.00
C  -2.828  -3.832  2.250  0.00
C  -3.624  -4.913  2.613  0.00
C  -4.497  -5.474  1.699  0.00
C  -4.603  -4.965  0.416  0.00
C  -3.818  -3.890  0.047  0.00
C  -2.917  -3.324  0.946  -0.01
C  -2.115  -2.180  0.470  -0.06
C  -2.836  -1.044  0.081  0.05
C  -4.184  -0.733  0.463  0.01
C  -4.369  0.593  0.228  0.03
C  -3.150  1.098  -0.340  0.01
N  -2.282  0.058  -0.500  0.04
C  -2.861  2.438  -0.621  0.01
C  -1.725  2.878  -1.333  0.01
C  -1.571  4.173  -1.915  -0.02
C  -0.587  4.079  -2.852  0.00
C  -0.053  2.761  -2.779  -0.02
C  1.000  2.179  -3.544  0.14
C  1.844  1.253  -2.882  0.00
N  1.447  0.400  -1.908  0.08
C  2.575  -0.117  -1.326  0.01
C  2.571  -1.095  -0.330  0.00
C  1.413  -1.708  0.172  0.02
C  1.387  -2.921  0.927  0.03
C  0.082  -3.289  1.054  0.00
C  -0.707  -2.250  0.468  0.05
N  0.130  -1.306  -0.068  0.03
C  3.897  -1.558  0.138  0.00
C  4.376  -2.806  -0.235  0.00
C  5.636  -3.222  0.156  0.00
C  6.424  -2.384  0.927  0.00
C  5.960  -1.140  1.315  0.00
C  4.701  -0.709  0.913  0.00
N  4.186  0.540  1.284  0.00
C  4.898  1.668  1.580  0.00
O  6.105  1.696  1.650  0.00
C  4.023  2.901  1.861  0.00
C  3.396  2.712  3.248  0.00
C  4.935  4.131  1.876  0.00
C  2.932  3.085  0.796  0.00
C  3.725  0.424  -1.990  -0.02
C  3.269  1.237  -2.984  0.01
C  1.146  2.378  -4.981  0.01
C  0.966  3.626  -5.586  0.02
C  0.817  3.771  -6.948  0.00
C  0.803  2.641  -7.752  0.02
C  1.022  1.401  -7.196  0.00
C  1.249  1.234  -5.829  0.02
N  1.571  -0.029  -5.339  0.00
C  1.527  -1.242  -5.987  0.00
O  0.993  -1.411  -7.057  0.00
C  2.319  -2.370  -5.302  0.00
C  3.767  -2.206  -5.793  0.00
C  1.748  -3.707  -5.781  0.00
C  2.324  -2.344  -3.773  0.00
N  -0.711  2.083  -1.790  0.09
C  -3.860  3.449  -0.205  0.00
C  -4.460  4.246  -1.176  0.00
C  -5.348  5.249  -0.838  0.00
C  -5.649  5.468  0.494  0.00
C  -5.097  4.664  1.474  0.00
C  -4.214  3.638  1.146  0.00
N  -3.660  2.812  2.138  0.00
C  -4.161  2.584  3.392  0.00
O  -5.093  3.197  3.857  0.00
C  -3.435  1.494  4.204  0.00
C  -3.226  0.212  3.394  0.00
C  -4.314  1.166  5.416  0.00
C  -2.088  2.052  4.678  0.00
H  -0.430  -1.679  6.798  0.00
H  -1.481  -3.100  6.812  0.00
H  -1.944  -1.672  5.884  0.00
H  1.425  -3.223  6.162  0.00
H  1.395  -4.078  4.614  0.00
H  0.384  -4.637  5.947  0.00
H  1.014  -1.220  4.718  0.00
H  -0.519  -0.948  3.913  0.00
H  0.665  -2.077  3.225  0.00
H  -1.617  -2.305  2.829  0.00
H  -3.552  -5.308  3.610  0.00
H  -5.109  -6.308  2.001  0.00
H  -5.297  -5.398  -0.290  0.00
H  -3.877  -3.487  -0.955  0.00
H  -4.883  -1.427  0.886  0.00
H  -5.246  1.177  0.424  0.00
H  -2.145  5.047  -1.679  0.00
H  -0.249  4.881  -3.476  0.00
H  2.255  -3.440  1.285  0.00
H  -0.297  -4.186  1.505  0.00
H  3.755  -3.442  -0.849  0.00
H  5.999  -4.193  -0.143  0.00
H  7.405  -2.703  1.239  0.00
H  6.572  -0.490  1.916  0.00
H  3.192  0.645  1.133  0.00
H  4.175  2.589  3.997  0.00
H  2.749  1.836  3.276  0.00
H  2.803  3.586  3.511  0.00
H  5.760  3.975  2.565  0.00
H  4.380  5.014  2.184  0.00
H  5.353  4.303  0.887  0.00
H  2.135  2.346  0.879  0.00
H  3.356  3.025  -0.205  0.00
H  2.476  4.066  0.911  0.00
H  4.745  0.189  -1.758  0.00
H  3.823  1.805  -3.706  0.00
H  0.983  4.505  -4.962  0.00
H  0.683  4.750  -7.381  0.00
H  0.634  2.722  -8.814  0.00
H  1.019  0.528  -7.827  0.00
H  1.880  -0.058  -4.377  0.00
H  3.817  -2.261  -6.878  0.00
H  4.384  -3.000  -5.375  0.00
H  4.177  -1.248  -5.473  0.00
H  1.670  -3.720  -6.865  0.00
H  0.752  -3.854  -5.369  0.00
H  2.384  -4.528  -5.461  0.00
H  2.965  -1.557  -3.384  0.00
H  2.723  -3.288  -3.404  0.00
H  1.321  -2.236  -3.366  0.00
H  -4.236  4.049  -2.214  0.00
H  -5.791  5.860  -1.608  0.00
H  -6.325  6.260  0.777  0.00
H  -5.356  4.823  2.506  0.00
H  -2.916  2.208  1.818  0.00
H  -4.154  -0.097  2.920  0.00
H  -2.916  -0.588  4.063  0.00
H  -2.460  0.322  2.625  0.00
H  -5.259  0.742  5.087  0.00
H  -4.529  2.068  5.981  0.00
H  -3.815  0.451  6.067  0.00
H  -1.446  2.313  3.838  0.00
H  -1.575  1.308  5.285  0.00
H  -2.242  2.940  5.286  0.00
S  -2.349  -2.240  -5.255  0.06
C  -1.699  -1.444  -3.966  0.01
S  -1.055  -2.249  -2.587  0.05
S  -1.616  0.265  -3.832  0.05


In the order shown, the computed maximum force values come out to 0.040, 0.110, 0.039 Eh/bohr.
In the order shown, the computed total energy values come out to -7256.76247, -646.53881, -4527.36219 a.u..